No. 1
# C5H8N2O2

2 unconnected molecules or ions with the total composition C5H8N2O2 at a distorted geometry (the ωB97M-V functional and the def2-TZVPD basis, the OMol25 dataset).

The molar mass comes out at 128.13 g mol⁻¹. The maximum force comes out at 5.2 eV/Å. The energy relative to the best compared isomer or geometry (same formula, charge and spin) is 141.8 kcal per mole.

Cartesian coordinates (Å):
C: -0.542 0.803 -0.171
C: -3.012 -0.709 -0.066
C: -1.644 -0.094 0.393
C: 1.526 -1.767 -0.176
C: 1.343 2.029 0.312
N: -1.804 -1.374 -0.056
N: -2.868 0.282 0.919
O: -0.464 1.136 -1.331
O: 0.248 1.207 0.827
H: -3.763 -0.804 -0.937
H: 2.279 -2.381 0.209
H: 1.913 -1.540 -1.046
H: 1.484 -0.951 0.534
H: 0.636 -2.373 -0.169
H: 1.054 2.948 0.735
H: 1.507 2.048 -0.851
H: 2.105 1.541 0.876

Force components x, y, z for each atom (eV/Å):
-0.6 0.6 -0.1
-0.6 -0.5 -0.1
0.2 0.0 0.0
-1.5 -1.0 4.3
0.0 -1.0 -1.0
-0.5 0.1 -0.6
0.1 0.0 -1.5
-0.4 -0.7 1.2
-0.8 -0.6 -2.1
1.2 0.5 1.6
1.3 -1.3 1.0
1.1 1.7 -4.8
-0.3 0.3 -0.2
-0.5 0.2 -0.4
0.4 1.6 0.0
-0.6 -0.3 2.6
1.4 0.4 -0.1

Results of the Löwdin charge analysis, in e, for atoms 1 through 2: -0.455 -0.150



No. 2
# C5H8N2O2S

C5H8N2O2S in the gas phase at a distorted geometry (the ωB97M-V functional and the def2-TZVPD basis, the OMol25 dataset).

The molar mass comes out at 160.20 g mol⁻¹. The maximum force comes out at 4.3 eV/Å. The energy relative to the best compared isomer or geometry (same formula, charge and spin) is 78.7 kcal per mole.

Cartesian coordinates (Å):
C: 1.573 0.361 -0.100
C: -1.136 -1.498 0.687
C: 0.848 0.707 1.227
C: -1.373 0.017 0.033
C: -2.441 0.219 -0.958
N: 0.771 0.229 -1.055
N: 2.885 0.168 0.014
O: 0.012 -1.908 0.792
O: -2.218 -1.958 0.976
S: -0.809 1.357 0.843
H: 0.680 -0.243 1.757
H: 1.200 1.582 1.804
H: -2.984 -0.632 -1.365
H: -1.802 0.619 -1.851
H: -3.099 1.001 -0.811
H: 1.155 0.159 -2.071
H: 3.260 -0.222 0.855
H: 3.478 0.042 -0.776

Force components x, y, z for each atom (eV/Å):
-1.8 0.0 1.4
0.9 0.1 -0.8
-0.8 0.4 0.4
-0.8 -1.3 0.5
2.4 -0.6 -2.8
0.5 0.7 -4.2
1.4 0.3 0.1
0.3 0.1 0.0
-1.2 0.4 0.1
0.2 -0.2 0.1
0.5 0.6 0.3
0.8 -0.9 -0.1
0.3 -0.3 0.6
-1.0 -0.7 1.2
-1.4 1.7 0.8
-0.5 -0.5 2.5
-0.1 0.2 0.4
0.0 -0.3 -0.6

Results of the Löwdin charge analysis, in e, for atoms 1 through 2: -0.549 -0.717



No. 3
# C5H8N2O2S

C5H8N2O2S in the gas phase at a distorted geometry (the ωB97M-V functional and the def2-TZVPD basis, the OMol25 dataset).

The molar mass comes out at 160.20 g mol⁻¹. The maximum force comes out at 3.7 eV/Å. The energy relative to the best compared isomer or geometry (same formula, charge and spin) is 62.8 kcal per mole. As for the SMILES: CS(=O)(=O)Nc1cc[nH]c1.

Cartesian coordinates (Å):
C: -1.975 1.159 -0.685
S: -2.147 -0.544 0.131
O: -3.199 -1.285 -0.544
O: -2.352 -0.593 1.599
N: -0.742 -1.383 -0.174
C: 0.478 -0.856 0.134
C: 1.758 -1.334 -0.169
C: 2.687 -0.604 0.562
N: 1.997 0.320 1.274
C: 0.674 0.170 1.058
H: -1.090 1.498 -0.123
H: -1.925 0.884 -1.736
H: -2.927 1.631 -0.342
H: -0.847 -1.951 -1.003
H: 2.131 -1.974 -0.927
H: 3.789 -0.483 0.583
H: 2.420 1.098 1.735
H: -0.170 0.447 1.686

Force components x, y, z for each atom (eV/Å):
-0.7 -2.0 2.6
-2.4 -2.0 2.0
1.0 0.8 -0.7
1.2 1.7 -2.4
-1.7 -0.1 -1.0
2.0 1.3 1.6
1.7 0.2 -0.2
0.4 0.9 -0.3
0.2 -0.1 0.4
-2.2 -0.8 -0.4
-0.2 0.6 -1.0
0.2 0.5 0.1
0.9 -0.1 -0.6
0.1 0.0 0.0
-0.3 -0.9 -0.5
-1.0 -0.6 -0.4
0.1 0.1 0.4
0.7 0.7 0.2

Results of the Löwdin charge analysis, in e, for atoms 1 through 2: -0.080 0.640



No. 4
# C5H8N2O3

C5H8N2O3 in the gas phase at a distorted geometry (the ωB97M-V functional and the def2-TZVPD basis, the OMol25 dataset).

The molar mass comes out at 144.13 g mol⁻¹. The maximum force comes out at 6.1 eV/Å. The energy relative to the best compared isomer or geometry (same formula, charge and spin) is 133.7 kcal per mole. As for the SMILES: CC1=NO[C@](C)(O)[C@H]1N=O.

Cartesian coordinates (Å):
C: 1.814 -0.845 -1.823
C: 1.163 -0.146 -0.734
N: 1.711 0.691 0.027
O: 0.998 1.170 1.042
C: -0.291 0.229 1.193
C: -1.545 1.155 1.088
O: -0.281 -0.455 2.349
C: -0.136 -0.711 -0.035
N: -1.170 -0.442 -1.024
O: -1.449 -1.195 -1.928
H: 2.790 -1.070 -1.638
H: 1.920 -0.159 -2.674
H: 1.194 -1.735 -1.992
H: -2.354 0.698 1.480
H: -1.777 1.476 0.041
H: -1.235 2.202 1.446
H: 0.292 0.137 2.890
H: -0.078 -1.711 0.307

Force components x, y, z for each atom (eV/Å):
-2.2 0.6 -1.7
-1.1 -1.0 3.1
1.5 1.3 -1.1
-2.5 -2.0 1.1
-1.0 2.1 -3.5
4.2 3.7 -2.3
1.7 0.5 1.6
0.3 1.5 -0.6
-1.4 0.8 -1.3
1.2 -0.3 1.5
2.6 -1.0 1.0
-0.7 -0.5 -0.3
0.5 0.2 -0.7
-2.6 -1.1 1.7
0.3 -0.9 0.7
-0.8 -1.7 0.6
-0.6 -0.9 0.3
0.4 -1.3 0.0

Results of the Löwdin charge analysis, in e, for atoms 1 through 2: -0.018 -0.275



No. 5
# C5H8N2O4

C5H8N2O4 in the gas phase at a distorted geometry (the ωB97M-V functional and the def2-TZVPD basis, the OMol25 dataset).

The molar mass comes out at 160.13 g mol⁻¹. The maximum force comes out at 3.1 eV/Å. The energy relative to the best compared isomer or geometry (same formula, charge and spin) is 112.5 kcal per mole. As for the SMILES: COC(C#N)(C[N+](=O)[O-])OC.

Cartesian coordinates (Å):
C: 2.197 -0.638 -0.028
O: 0.920 -1.253 0.071
C: -0.169 -0.402 0.145
C: -1.361 -1.245 0.254
N: -2.267 -1.939 0.273
C: -0.095 0.584 1.539
N: -1.296 1.418 1.533
O: -2.355 0.851 1.643
O: -1.143 2.606 1.414
O: -0.246 0.544 -0.876
C: -0.559 0.043 -2.166
H: 2.862 -1.406 -0.419
H: 2.548 -0.320 0.959
H: 2.173 0.217 -0.708
H: -0.088 -0.082 2.401
H: 0.787 1.212 1.461
H: -0.497 0.904 -2.828
H: -1.570 -0.373 -2.188
H: 0.157 -0.721 -2.478

Force components x, y, z for each atom (eV/Å):
0.1 0.1 0.0
-0.4 -0.1 -0.1
0.5 2.3 2.0
0.2 -0.2 -0.3
-0.5 -0.4 0.0
0.6 -2.1 -2.1
0.1 0.1 0.2
-0.5 -0.2 0.1
0.1 0.7 -0.1
0.0 -0.3 0.6
0.0 -0.1 -0.3
0.0 0.1 0.0
0.0 0.0 -0.1
0.0 -0.1 0.0
-0.1 0.2 0.0
-0.2 0.0 0.0
0.0 -0.1 0.0
0.1 0.0 0.0
0.0 0.0 0.0

Results of the Löwdin charge analysis, in e, for atoms 1 through 2: -0.051 -0.084



No. 6
# C5H8N2S

2 unconnected molecules or ions with the total composition C5H8N2S at a distorted geometry (the ωB97M-V functional and the def2-TZVPD basis, the OMol25 dataset).

The molar mass comes out at 128.20 g mol⁻¹. The maximum force comes out at 3.5 eV/Å. The energy relative to the best compared isomer or geometry (same formula, charge and spin) is 119.4 kcal per mole. As for the SMILES: S=CN1CC1.C1=NC1.

Cartesian coordinates (Å):
S: -0.628 -2.056 -0.130
C: 0.108 -1.452 1.175
N: 0.138 -0.143 1.496
C: -0.979 0.750 1.265
C: -0.494 0.580 2.641
H: 0.570 -2.030 1.866
H: -1.767 0.190 0.861
H: -0.667 1.632 0.842
H: 0.038 1.333 3.196
H: -1.188 0.013 3.386
C: 0.104 0.096 -2.315
N: 1.076 0.412 -1.609
C: 1.321 0.169 -3.075
H: -0.985 0.229 -2.381
H: 1.757 -0.723 -3.427
H: 1.595 1.001 -3.793

Force components x, y, z for each atom (eV/Å):
-0.2 -0.5 -0.3
-1.6 1.8 -1.2
-0.3 1.5 1.2
1.5 -1.0 0.4
-1.6 -2.5 1.8
1.6 -2.0 2.0
-1.6 -0.2 -0.2
0.2 1.9 -1.4
0.5 0.2 -0.5
1.4 0.6 -1.6
-1.2 1.4 -1.0
0.4 0.0 0.5
0.2 1.1 -1.7
0.6 -0.6 0.5
0.7 -1.2 0.2
-0.5 -0.5 1.3

Results of the Löwdin charge analysis, in e, for atoms 1 through 2: 0.669 -0.690